{
  "formula": "C70H180N12O24",
  "method": "ωB97M-V with the def2-TZVPD basis set",
  "species": ["C", "O", "C", "C", "N", "C", "C", "O", "C", "H", "H", "H", "H", "H", "H", "H", "H", "H", "H", "H", "H", "H", "H", "H", "C", "O", "C", "C", "N", "C", "C", "O", "C", "H", "H", "H", "H", "H", "H", "H", "H", "H", "H", "H", "H", "H", "H", "H", "C", "O", "C", "C", "N", "C", "C", "O", "C", "H", "H", "H", "H", "H", "H", "H", "H", "H", "H", "H", "H", "H", "H", "H", "C", "O", "C", "C", "N", "C", "C", "O", "C", "H", "H", "H", "H", "H", "H", "H", "H", "H", "H", "H", "H", "H", "H", "H", "C", "O", "C", "C", "N", "C", "C", "O", "C", "H", "H", "H", "H", "H", "H", "H", "H", "H", "H", "H", "H", "H", "H", "H", "C", "O", "C", "C", "N", "C", "C", "O", "C", "H", "H", "H", "H", "H", "H", "H", "H", "H", "H", "H", "H", "H", "H", "H", "C", "O", "C", "C", "N", "C", "C", "O", "C", "H", "H", "H", "H", "H", "H", "H", "H", "H", "H", "H", "H", "H", "H", "H", "C", "O", "C", "C", "N", "C", "C", "O", "C", "H", "H", "H", "H", "H", "H", "H", "H", "H", "H", "H", "H", "H", "H", "H", "C", "O", "C", "C", "N", "C", "C", "O", "C", "H", "H", "H", "H", "H", "H", "H", "H", "H", "H", "H", "H", "H", "H", "H", "C", "O", "C", "C", "N", "C", "C", "O", "C", "H", "H", "H", "H", "H", "H", "H", "H", "H", "H", "H", "H", "H", "H", "H", "C", "C", "C", "O", "C", "N", "H", "H", "H", "H", "H", "H", "H", "H", "H", "H", "H", "C", "C", "C", "O", "C", "N", "H", "H", "H", "H", "H", "H", "H", "H", "H", "H", "H", "C", "O", "H", "H", "H", "H", "C", "O", "H", "H", "H", "H"],
  "positions_angstrom": [[3.941481, 6.121632, 2.225506], [4.097001, 4.915272, 2.887056], [5.273251, 4.868632, 3.634646], [5.341691, 3.489442, 4.417006], [5.884941, 2.413002, 3.639496], [5.088041, 2.059372, 2.441576], [5.462401, 0.622002, 1.969996], [4.858951, 0.303162, 0.729356], [4.930131, -1.016318, 0.458096], [3.070711, 6.219662, 1.577236], [4.803631, 6.196042, 1.562736], [3.910211, 6.914102, 2.973246], [5.398101, 5.640582, 4.393986], [6.154271, 4.937662, 2.996566], [4.352651, 3.205152, 4.776296], [5.969021, 3.473462, 5.308246], [5.954311, 1.550642, 4.160676], [5.200741, 2.757002, 1.611686], [4.015891, 2.103682, 2.632946], [5.139641, -0.045648, 2.768846], [6.538571, 0.499842, 1.847346], [5.937811, -1.400628, 0.616176], [4.969891, -1.164948, -0.620994], [4.150021, -1.558198, 0.992776], [-5.646079, 5.542352, 5.252576], [-4.229279, 5.713622, 5.414676], [-3.838419, 7.107102, 5.714006], [-2.333829, 6.994952, 6.140816], [-1.514009, 6.581002, 5.044806], [-0.170699, 6.183922, 5.532266], [0.698881, 5.618392, 4.329386], [0.138131, 4.430102, 3.874696], [0.864471, 3.715472, 2.872496], [-6.170699, 5.698382, 6.195186], [-5.928379, 4.551332, 4.897216], [-6.044819, 6.251452, 4.527126], [-4.386859, 7.508372, 6.566236], [-3.997679, 7.751112, 4.849146], [-2.471529, 6.208202, 6.882556], [-2.113489, 7.984922, 6.540206], [-2.014749, 5.827952, 4.595066], [-0.342609, 5.439032, 6.309226], [0.298871, 7.025492, 6.041536], [1.716841, 5.486612, 4.696126], [0.663571, 6.298212, 3.478096], [1.564551, 3.072622, 3.406086], [1.393241, 4.366152, 2.175996], [0.144511, 3.093102, 2.341056], [6.198381, 7.788772, -5.019894], [6.123511, 6.934212, -3.854814], [7.216191, 5.960192, -3.762844], [7.049601, 5.060672, -2.480174], [5.639901, 4.721552, -2.326254], [5.236681, 4.340112, -1.006424], [3.705091, 4.110832, -0.993784], [2.945511, 5.325032, -1.215754], [1.565031, 5.150982, -1.099434], [5.208371, 8.218322, -5.173104], [6.466591, 7.200932, -5.897734], [7.003571, 8.522922, -4.992064], [8.241511, 6.291292, -3.927754], [7.057881, 5.284982, -4.603754], [7.429821, 5.680792, -1.668394], [7.639631, 4.146882, -2.550574], [5.050571, 5.465802, -2.671044], [5.409381, 5.072882, -0.218174], [5.687681, 3.369482, -0.800094], [3.390441, 3.698482, -0.035114], [3.359251, 3.416792, -1.759814], [1.027051, 4.336762, -1.584954], [1.084361, 6.081092, -1.402694], [1.261561, 5.047782, -0.057634], [-2.167849, -2.773638, 1.899076], [-3.255639, -3.583658, 1.655786], [-3.359969, -4.224088, 0.352296], [-4.584459, -5.074708, 0.246706], [-5.843329, -4.297218, 0.263426], [-7.027879, -5.102488, 0.201416], [-8.248249, -4.224408, 0.522326], [-8.270409, -4.007288, 1.922696], [-9.304339, -3.111758, 2.376436], [-2.411209, -2.088488, 2.711146], [-2.064109, -2.144628, 1.014956], [-1.232349, -3.305478, 2.072536], [-2.492369, -4.855188, 0.159736], [-3.315999, -3.481478, -0.444374], [-4.668349, -5.822868, 1.034946], [-4.549899, -5.602168, -0.706544], [-5.876019, -3.733748, 1.101006], [-6.965459, -5.919028, 0.920766], [-7.170339, -5.625338, -0.744324], [-9.059149, -4.866958, 0.179306], [-8.165929, -3.344328, -0.115474], [-9.125079, -2.136398, 1.924056], [-9.426789, -3.070928, 3.458766], [-10.319059, -3.339398, 2.049926], [-3.423539, 5.057262, 2.387896], [-3.375389, 4.669972, 1.041676], [-2.038779, 4.532782, 0.544766], [-2.150819, 4.085892, -0.899644], [-2.293649, 5.122132, -1.883264], [-3.481299, 5.960622, -1.620764], [-3.874919, 6.725132, -2.924634], [-5.107429, 7.472002, -2.714184], [-5.378959, 8.521622, -3.568754], [-2.758859, 4.501522, 3.049286], [-4.379939, 4.926172, 2.894076], [-3.115869, 6.095412, 2.513126], [-1.583819, 3.748152, 1.149316], [-1.471629, 5.449832, 0.704346], [-2.930419, 3.332832, -1.014644], [-1.261279, 3.509992, -1.154914], [-2.287139, 4.694572, -2.798284], [-3.122719, 6.759502, -0.971674], [-4.327639, 5.466662, -1.143464], [-3.908359, 6.058992, -3.786744], [-3.111349, 7.427332, -3.259264], [-5.588509, 8.134062, -4.565744], [-4.569499, 9.245952, -3.478064], [-6.268749, 9.117102, -3.364344], [-2.734479, 1.285292, 2.367276], [-3.376829, 0.538132, 3.364776], [-4.851819, 0.477412, 3.458176], [-5.378099, -0.770528, 4.205346], [-5.436679, -1.871538, 3.239176], [-5.753219, -3.184268, 3.925106], [-4.538889, -3.753778, 4.763386], [-4.737299, -5.113998, 5.065416], [-3.988139, -5.561188, 6.215036], [-2.741519, 0.742132, 1.422266], [-1.740439, 1.593462, 2.691356], [-3.333719, 2.164672, 2.131276], [-5.307429, 0.491802, 2.468076], [-5.248399, 1.397842, 3.886706], [-6.358699, -0.491048, 4.590606], [-4.760699, -1.079348, 5.048876], [-4.555379, -1.961898, 2.754146], [-5.817949, -3.993968, 3.198266], [-6.727309, -3.188368, 4.414216], [-4.448319, -3.155778, 5.670186], [-3.602289, -3.705948, 4.207866], [-4.148739, -6.628248, 6.368946], [-4.344799, -4.989988, 7.072136], [-2.915519, -5.392618, 6.119276], [0.852871, -5.976278, 2.764126], [-0.213709, -6.833658, 3.002926], [-1.483669, -6.239898, 3.098536], [-2.513709, -7.317348, 3.511546], [-2.356519, -8.555208, 2.770526], [-3.059709, -9.675468, 3.308306], [-2.289749, -10.308168, 4.477196], [-1.000329, -10.829968, 4.118016], [-1.065379, -12.099238, 3.489076], [1.845671, -6.404438, 2.902386], [0.823541, -5.125458, 3.444806], [0.685151, -5.529688, 1.784056], [-1.714969, -5.858808, 2.103866], [-1.529929, -5.431928, 3.828696], [-3.483159, -6.834588, 3.388256], [-2.392929, -7.399318, 4.591726], [-1.367869, -8.738218, 2.866386], [-3.241509, -10.366498, 2.485186], [-4.074149, -9.385158, 3.581666], [-2.952709, -11.022368, 4.965556], [-1.993309, -9.594908, 5.246276], [-0.093369, -12.561798, 3.317806], [-1.692049, -12.117348, 2.597416], [-1.495079, -12.813298, 4.191626], [1.167331, 7.970052, -4.082244], [0.109441, 7.224632, -4.749984], [-0.094789, 5.937122, -4.208214], [-1.113199, 5.115382, -5.070074], [-1.666069, 3.971372, -4.291224], [-2.685889, 3.214452, -5.058194], [-3.091039, 1.922952, -4.328804], [-1.923719, 1.067192, -4.295204], [-2.330689, -0.199778, -3.646264], [2.153531, 7.524632, -4.213064], [0.946351, 8.028832, -3.016504], [1.234501, 8.963222, -4.526324], [-0.431059, 6.090642, -3.182804], [0.902041, 5.496352, -4.196494], [-0.764049, 4.753342, -6.037094], [-2.012349, 5.711282, -5.226724], [-0.941379, 3.279942, -4.161394], [-2.280739, 2.913512, -6.024314], [-3.482449, 3.919022, -5.297274], [-3.844639, 1.397572, -4.915454], [-3.627399, 2.228792, -3.430534], [-1.451699, -0.840738, -3.714384], [-3.262029, -0.522198, -4.111814], [-2.517239, -0.030858, -2.585714], [-1.780369, -11.438568, -3.937374], [-2.363099, -10.252238, -4.387654], [-1.509779, -9.197868, -4.773154], [-2.271589, -7.901888, -5.038634], [-1.443019, -6.812608, -5.372514], [-2.125559, -5.505598, -5.196464], [-1.184339, -4.263068, -5.106664], [-0.347739, -4.131048, -6.290424], [0.499951, -3.024488, -6.369694], [-1.057159, -11.212188, -3.153904], [-1.217129, -11.966208, -4.707084], [-2.551269, -12.083478, -3.515574], [-0.986309, -9.474138, -5.688444], [-0.795429, -8.985358, -3.977764], [-2.889999, -7.748198, -4.154304], [-2.924479, -8.150528, -5.875304], [-1.471939, -6.835488, -6.381834], [-2.726759, -5.491708, -4.287364], [-2.856579, -5.312818, -5.981674], [-0.605589, -4.346078, -4.186744], [-1.851759, -3.401748, -5.078894], [1.212271, -3.003438, -5.544914], [-0.043929, -2.085608, -6.265744], [1.101041, -2.994398, -7.278484], [7.685981, 1.427152, -0.912054], [7.407311, 1.811362, -2.284154], [6.312211, 0.978932, -2.760214], [5.952541, 1.377382, -4.196604], [5.049131, 2.548252, -4.152514], [4.755361, 3.054062, -5.465154], [3.958301, 4.341422, -5.398894], [3.493071, 4.645592, -6.708814], [3.036181, 5.956622, -6.881784], [7.784261, 0.345142, -0.824304], [6.954351, 1.779112, -0.184774], [8.634391, 1.804392, -0.529544], [5.466801, 1.007492, -2.072774], [6.647651, -0.055148, -2.839294], [5.396871, 0.530992, -4.600284], [6.827261, 1.535602, -4.827424], [5.396851, 3.240782, -3.504754], [4.103781, 2.288952, -5.887244], [5.672271, 3.142092, -6.047934], [4.680561, 5.116942, -5.143894], [3.217651, 4.223812, -4.607874], [3.809641, 6.679112, -6.621284], [2.144901, 6.165142, -6.289974], [2.740881, 6.119682, -7.918274], [-0.021509, 0.738542, -0.269764], [1.310121, -0.018088, -0.005154], [1.377411, -1.453198, -0.619004], [0.398601, -2.304878, -0.096034], [0.385201, -3.667378, -0.661474], [2.410751, 0.780532, -0.493584], [0.052051, 1.760992, 0.100756], [-0.770759, 0.075052, 0.162096], [-0.181759, 0.776522, -1.347254], [1.280941, -0.100228, 1.081356], [2.352941, -1.903798, -0.436214], [1.230531, -1.319818, -1.690794], [1.365441, -4.143318, -0.688254], [-0.115679, -3.666668, -1.629574], [-0.264079, -4.243958, -0.002624], [2.511321, 0.800952, -1.498354], [3.299281, 0.547082, -0.073904], [4.495491, -4.626818, 6.385726], [4.583591, -5.117198, 4.858546], [4.260431, -4.063138, 3.796496], [2.907911, -3.697378, 3.925146], [2.522131, -2.575388, 3.164736], [5.956521, -5.582268, 4.688436], [4.917271, -5.360668, 7.072506], [3.473851, -4.370338, 6.666006], [5.100511, -3.726728, 6.494826], [3.947581, -6.001058, 4.809776], [4.392071, -4.497828, 2.805626], [4.865221, -3.160748, 3.885976], [2.626381, -2.662638, 2.083246], [2.959581, -1.640778, 3.515796], [1.471971, -2.406978, 3.403316], [6.031281, -5.925218, 3.741396], [6.175261, -6.345978, 5.312146], [1.608951, 1.249972, -3.907234], [2.880981, 0.926562, -3.415854], [1.563871, 1.038622, -4.975594], [0.922101, 0.578302, -3.392254], [1.240451, 2.238812, -3.634284], [3.591271, 1.489202, -3.732944], [0.709961, -7.185018, -2.482514], [-0.507969, -6.665048, -2.726314], [0.628381, -7.883528, -1.649734], [1.077071, -7.621548, -3.411364], [1.401961, -6.424468, -2.120844], [-0.708329, -6.712978, -3.663944]],
  "atomic_forces_ev_per_a": [[0.7, 0.8, -0.4], [-1.0, -1.1, 0.6], [0.8, -2.0, 1.3], [-0.2, 0.3, -0.2], [0.0, -0.8, -2.3], [0.3, -0.6, -0.4], [-0.2, 1.3, 0.4], [0.3, 2.5, 1.0], [1.2, -1.9, -1.2], [-0.3, -0.7, 0.3], [0.2, 0.8, -0.1], [0.1, 0.5, -0.2], [-0.6, 0.5, 0.0], [0.2, 0.0, -0.3], [-0.6, 0.5, 0.0], [0.1, 0.9, 0.1], [0.1, 0.2, 0.5], [0.5, 0.2, 0.1], [-0.3, -0.2, 0.2], [-0.2, -0.5, 0.0], [0.3, 0.2, 0.2], [0.2, -0.3, 1.1], [-1.2, 0.0, -0.3], [0.2, -0.5, -0.2], [0.3, 0.6, 0.1], [-0.6, 1.0, 0.1], [0.9, -1.5, -0.1], [-2.9, 0.2, -0.7], [0.9, 0.8, 0.1], [-0.7, -0.8, -1.8], [-0.7, 0.8, 1.3], [-0.8, -0.9, -0.2], [-0.3, 0.1, 1.0], [0.0, 0.1, 0.2], [0.6, -0.2, 0.0], [0.0, 0.2, -0.1], [-0.3, -0.2, 0.1], [0.0, -0.1, -0.2], [0.8, 0.1, 0.8], [0.6, -0.2, 0.2], [0.4, -0.4, -0.1], [0.5, -0.6, 0.1], [0.1, 0.2, -0.4], [0.3, -0.1, -0.1], [0.3, 0.6, 0.2], [0.4, -0.1, -0.3], [0.0, 0.1, 0.0], [0.1, 0.1, 0.0], [0.3, -1.2, 0.3], [1.6, 0.3, 0.0], [-1.5, -1.5, -0.4], [-0.3, 1.9, -0.9], [0.5, 0.4, -0.4], [-2.1, -0.5, -0.3], [-0.6, 0.2, 0.0], [1.1, -0.4, -0.4], [-0.9, 0.9, 0.9], [0.2, 0.2, 0.2], [-0.3, -0.4, -0.2], [-0.2, 0.4, 0.6], [-0.1, 0.8, 0.5], [-0.1, -0.2, -0.4], [0.0, -0.1, 0.6], [0.1, 0.1, -0.2], [0.0, 0.3, 0.0], [0.6, 0.1, 0.1], [0.1, 0.1, 0.5], [0.1, -0.2, 0.3], [0.4, -0.4, -0.1], [0.7, -0.4, -0.7], [0.1, 0.0, -0.3], [0.2, -0.2, 0.5], [0.3, 1.1, -1.1], [-1.8, -1.8, -0.5], [0.9, 0.5, 0.8], [-1.6, 0.5, 0.1], [1.2, 0.3, -0.8], [-0.2, 0.3, 0.8], [0.7, -1.7, -0.3], [-1.0, 0.5, 0.3], [0.0, 0.1, -1.0], [0.1, -0.2, 0.3], [0.6, 0.3, -0.1], [0.1, -0.1, 0.1], [0.3, -0.2, 0.3], [-0.3, 0.4, 0.0], [0.6, -0.3, 0.2], [0.1, -0.1, -0.1], [0.0, 0.1, 0.2], [-0.3, -0.3, 0.5], [0.2, 0.4, -0.4], [-0.8, 0.4, 0.2], [-0.2, 0.5, 0.4], [0.2, 0.4, 0.4], [0.9, -0.1, 0.0], [-0.1, -0.8, -0.5], [0.5, 0.4, 0.8], [-0.3, -0.1, 0.2], [-1.2, -0.6, 0.3], [0.8, -0.5, -0.3], [-0.9, 1.1, 1.1], [0.9, 1.4, -1.3], [-0.6, 0.5, 0.3], [0.2, -1.7, 1.3], [0.4, 0.4, -0.8], [0.5, -0.5, -0.2], [-0.4, 0.0, -0.8], [-0.1, 0.3, -0.1], [0.4, -0.2, 0.0], [0.1, 0.2, -0.3], [-0.6, -0.1, 0.6], [0.4, 0.1, 0.0], [-0.1, -0.1, -0.3], [-0.4, 0.0, 0.5], [-0.1, -0.2, -0.2], [-0.8, -0.5, -0.1], [0.4, 0.3, 0.5], [0.6, 0.3, -0.5], [0.3, 0.1, -0.8], [-0.3, -0.6, 0.9], [-1.6, 0.4, -0.6], [-1.2, -1.2, 1.4], [1.0, 0.4, -0.3], [1.1, 0.4, -1.2], [-1.4, -1.4, 1.2], [2.2, -0.6, -1.1], [-0.9, 0.8, 0.3], [0.0, -0.9, 0.7], [-0.7, 0.7, -0.6], [0.5, -0.3, -0.1], [-0.1, -0.3, 0.0], [0.1, 0.5, 0.1], [0.2, -0.4, -0.4], [0.4, 0.2, 0.6], [-0.2, -0.3, -0.1], [0.2, 0.6, 0.3], [0.1, -0.1, 0.0], [-0.4, 0.3, -0.6], [0.3, 0.4, 0.4], [0.2, -0.1, 0.4], [0.0, 0.6, -0.3], [-0.2, 0.1, -0.2], [0.1, -0.1, 0.3], [0.2, 0.1, -0.2], [-0.6, 1.5, 0.0], [0.3, -1.4, 1.1], [-0.3, -0.9, -0.8], [0.4, 1.2, 0.0], [0.5, 1.5, -0.2], [0.1, -0.3, 0.2], [0.1, 0.0, 0.0], [-0.4, -0.4, -0.6], [-0.5, -0.6, 0.8], [-0.3, -0.6, -0.3], [0.0, 0.1, 0.3], [0.6, 0.0, -0.5], [-0.3, 0.3, -0.1], [0.2, 0.2, 0.1], [-0.3, -0.3, -0.2], [0.1, -0.5, 0.4], [0.3, -0.3, -0.5], [0.3, -0.5, 0.1], [0.0, 0.1, 0.5], [0.3, -0.6, 0.1], [-0.5, 0.4, -0.1], [0.3, 0.8, -0.3], [0.2, 0.2, -0.2], [-0.5, -0.1, 0.2], [-0.9, -0.7, -0.5], [0.6, 1.3, -0.5], [0.2, 0.1, -0.5], [-0.6, -0.1, 1.4], [0.3, -0.8, -1.0], [0.8, 0.1, -0.1], [0.3, 0.9, -1.5], [-1.7, -0.4, 1.6], [0.9, 1.8, -0.3], [0.0, -0.5, 0.0], [0.0, 0.1, 0.1], [-0.4, -0.1, 0.0], [-0.3, -0.6, 0.1], [0.1, -0.8, 0.2], [0.5, 0.3, -0.1], [0.2, 0.6, -0.3], [0.5, 0.0, 0.4], [0.2, -0.1, -0.3], [-0.5, -0.3, 0.3], [-0.2, 0.0, -0.3], [0.7, -0.5, 0.9], [-0.4, -0.3, -0.3], [0.3, -0.6, -0.2], [-0.1, 0.1, 0.1], [0.8, 0.3, 0.3], [-1.2, 0.7, -0.3], [0.7, -0.2, 0.2], [-1.9, -2.7, 0.5], [0.2, 2.1, -0.7], [0.4, 1.1, 0.2], [0.1, -0.6, -1.2], [-0.9, -1.2, 0.2], [0.2, 0.7, 1.1], [0.1, 0.0, 0.3], [-0.1, -0.1, -0.4], [0.0, 0.1, -0.2], [0.4, -0.1, -0.1], [0.3, -0.2, 0.1], [0.0, 0.4, 0.0], [-0.6, 0.1, 0.0], [1.4, -0.2, -0.2], [0.2, -0.1, 0.3], [0.0, -0.1, -0.4], [0.3, 0.2, 0.0], [0.0, 0.3, 0.3], [0.2, -0.2, 0.3], [-0.3, 0.2, -0.3], [-0.5, -0.4, -0.2], [0.4, 0.1, -0.3], [-0.6, -0.9, 1.3], [1.3, 0.3, -1.0], [-1.1, 0.6, 1.3], [0.4, -1.3, 0.1], [-0.6, -0.5, 0.1], [1.4, 0.2, -0.8], [-0.3, -0.8, 0.2], [-0.3, 0.3, 0.1], [-0.3, -0.2, -0.1], [-0.5, 0.0, -0.3], [0.2, 0.4, -0.7], [-0.2, 0.2, -0.1], [0.3, -0.2, 0.4], [-0.1, -0.1, -0.3], [0.3, 0.0, 0.1], [0.2, 0.5, 0.2], [0.1, 0.0, -0.8], [0.0, 0.2, -0.5], [-0.2, 0.4, 0.5], [-0.5, 0.3, -0.2], [0.2, 0.2, 0.1], [-0.1, 0.0, 0.3], [0.2, -0.3, -0.1], [0.9, -1.6, -0.6], [-0.6, 0.1, -0.5], [-0.4, 0.8, 0.2], [-0.5, -1.7, -0.1], [-0.7, 1.5, 0.8], [0.0, 0.3, 0.7], [-0.2, -0.2, 0.3], [-0.5, 0.6, 0.1], [-0.2, 0.1, -0.2], [0.8, -0.1, 0.3], [0.4, 0.2, -0.1], [0.2, -0.1, -0.5], [0.2, 0.2, -0.1], [0.3, 0.1, -0.3], [0.1, 0.0, 0.1], [-0.1, -0.1, -0.2], [-0.3, 0.2, -0.1], [-0.1, 0.4, -1.7], [0.5, -0.1, 2.6], [-0.6, -0.3, 0.5], [-0.3, 0.1, 0.0], [-0.9, 0.3, 0.7], [0.3, 0.6, -0.7], [-0.2, -0.2, -0.2], [0.0, -0.2, 0.0], [0.1, 0.1, -0.1], [-0.8, 0.3, -0.5], [0.4, -0.1, -0.3], [0.5, -0.1, 0.2], [0.2, -0.3, -0.1], [0.8, 0.0, 0.0], [-0.2, -0.3, -0.3], [0.4, -0.2, -0.1], [-0.1, 0.0, 0.0], [-0.1, -0.7, 0.2], [-0.3, -0.9, 0.6], [-0.3, 0.3, -0.1], [-0.2, -0.2, -0.2], [0.3, 0.4, -0.2], [0.5, 1.1, -0.3], [1.6, -0.6, 0.5], [-2.7, 1.4, 0.2], [0.2, -0.6, -0.2], [0.6, -0.4, 0.3], [0.4, 0.2, -0.2], [0.2, 0.1, -0.5]],
  "mulliken_charge": [-1.097, 0.337, -0.876, -0.654, -0.447, 0.963, -1.386, 0.047, -0.624, 0.069, 0.459, 0.379, 0.491, 0.368, 0.325, 0.458, 0.322, -0.508, -0.136, 0.360, 0.302, 0.638, 0.223, -0.439, -0.870, -0.211, -0.758, -0.636, -0.268, -1.003, -0.107, -0.302, 0.526, 0.342, 0.171, 0.379, 0.512, 0.378, 0.326, 0.382, 0.143, 0.373, 0.453, 0.149, 0.328, 0.486, -0.399, -0.584, -0.914, -0.310, -0.699, -0.642, 0.145, -0.177, 0.272, -0.727, 0.155, 0.242, 0.374, 0.308, 0.516, 0.159, 0.562, 0.154, 0.268, 0.519, -0.786, 0.650, -0.236, -0.113, 0.468, -0.419, -0.627, -0.078, -0.519, -1.165, -0.320, -0.595, -0.785, -0.159, -0.952, 0.579, 0.338, -0.076, 0.147, 0.559, 0.344, 0.519, 0.147, 0.353, 0.454, 0.457, 0.318, 0.362, 0.254, 0.393, -0.956, -0.390, 0.601, -0.781, 0.706, -0.652, -0.403, -0.385, -0.705, 0.306, 0.219, 0.580, -0.587, 0.556, 0.303, -0.027, -0.178, 0.257, 0.350, 0.253, 0.256, 0.280, 0.309, 0.273, -0.679, -0.403, -0.673, -0.504, 0.067, -0.561, 0.058, -0.361, -0.814, 0.345, 0.269, 0.319, 0.395, 0.365, 0.371, 0.287, -0.040, -0.261, 0.585, 0.570, -0.138, 0.257, 0.375, 0.304, -0.420, -0.515, 0.379, -0.601, -0.300, -0.771, -0.456, -0.360, -0.757, 0.308, 0.248, 0.081, -0.504, 0.481, 0.332, 0.122, 0.393, 0.353, 0.378, 0.439, 0.264, 0.292, 0.274, 0.316, -0.500, -0.551, 1.505, -1.498, 0.194, -0.950, -0.882, -0.217, -0.741, 0.066, 0.301, 0.299, -0.090, -0.349, 0.413, 0.509, -0.323, 0.398, 0.597, 0.560, 0.346, 0.099, 0.490, 0.267, -0.692, -0.330, -0.104, -0.919, -0.520, -1.255, 0.500, -0.405, -0.659, 0.292, 0.281, 0.246, 0.283, 0.118, 0.237, 0.424, 0.481, 0.269, 0.629, -0.176, 0.248, 0.301, 0.208, 0.321, -0.450, -0.417, 0.055, -1.310, 0.969, -1.449, 1.335, -0.535, -0.239, 0.378, -0.117, 0.343, -0.177, 0.690, 0.456, 0.510, -0.560, 0.382, 0.285, -0.458, -0.135, 0.127, 0.005, 0.328, 0.673, -0.207, -0.963, 0.554, -0.278, 1.385, -0.060, -0.386, -0.438, 0.269, 0.375, 0.346, 0.413, 0.055, -0.610, 0.030, -0.399, -1.440, 0.585, -0.544, -0.426, -0.806, -0.745, 0.410, 0.285, 0.339, 0.231, 0.288, 0.294, 0.210, 0.485, 0.346, 0.233, 0.270, -0.112, -0.594, 0.664, -0.372, -0.018, 0.268, -0.665, -0.406, 0.261, 0.376, 0.126, 0.561],
  "de_lowest_ev": 0.488,
  "e_homo_ev": -8.04,
  "homo_lumo_gap_ev": 8.564
}